51
Properties=species:S:1:pos:R:3 method="wB97M-V/def2-TZVPD" max_force_ev_per_a=0.79 charge=-1 e_above_lowest_ev=7.117 e_homo_ev="-3.754 / -3.721" homo_lumo_gap_ev="6.164 / 6.131" energy_ev=-122374.9710 lumo_energy_ha="0.0885 / 0.0886"
Y -0.37618 0.77699 0.97878
C -2.11862 3.13634 1.93104
C -2.98325 2.11702 1.51889
C -3.04214 1.75282 0.17997
C -2.21966 2.39387 -0.75168
C -1.36154 3.40170 -0.34011
C -1.32050 3.78385 1.00359
H -2.06134 3.39912 2.97939
H -3.59402 1.59500 2.24327
H -3.68195 0.94248 -0.14094
H -2.22801 2.06670 -1.78315
H -0.68046 3.85992 -1.04413
H -0.62417 4.54517 1.32485
O 1.72513 3.21807 1.70294
N 1.30983 2.60363 0.72416
N 3.35744 -0.88142 -1.08873
O 1.58854 -0.51185 0.77236
C 2.75127 -1.93895 -1.83024
C 2.99210 -1.96325 -3.19991
C 2.44670 -2.96814 -3.98539
C 1.64934 -3.94421 -3.40686
C 1.40035 -3.91145 -2.04052
C 1.95217 -2.91899 -1.24722
H 3.59555 -1.17723 -3.63503
H 2.63154 -2.97627 -5.05250
H 1.21065 -4.72077 -4.02075
H 0.76303 -4.66131 -1.58963
H 1.75503 -2.87178 -0.18542
Cl -3.07859 -1.33774 2.42599
C -1.77610 -1.10314 3.56914
C -0.76034 -0.22849 3.21916
C 0.24295 -0.08314 4.16703
Cl 1.52528 1.03121 3.78130
C 0.26432 -0.75643 5.38419
Cl 1.55316 -0.52562 6.51027
C -0.78151 -1.62473 5.68671
Cl -0.79537 -2.47443 7.18955
C -1.81793 -1.80146 4.77367
Cl -3.12242 -2.87190 5.14798
Cl -2.37885 -0.83475 -3.13600
C -0.87535 0.00941 -2.88596
C -0.38333 0.79835 -3.87330
C 0.82617 1.52764 -3.70813
C 1.53984 1.34316 -2.55782
C 1.04474 0.51831 -1.53935
Cl 2.37912 0.10026 -0.40891
C -0.28199 -0.12160 -1.53531
N -0.90935 -0.59427 -0.51472
H -0.93278 0.87102 -4.80425
H 1.17917 2.18620 -4.48881
H 2.50235 1.82508 -2.41946


41
Properties=species:S:1:pos:R:3 method="wB97M-V/def2-TZVPD" max_force_ev_per_a=4.23 charge=-1 e_above_lowest_ev=1.961 e_homo_ev="-2.184 / -3.447" s_squared=6.0414 homo_lumo_gap_ev="5.661 / 6.847" energy_ev=-29692.9254 multiplicity=5 lumo_energy_ha="0.1278 / 0.1249"
Ru -0.96167 -1.06348 -0.07736
C -2.60185 -0.97172 -1.42023
C -2.53431 0.47103 -1.20843
C -1.40247 0.97186 -1.91406
H -3.27587 1.05376 -0.69036
C -0.71557 -0.11414 -2.52901
C -1.46402 -1.31393 -2.25679
H -1.32245 -2.28990 -2.71525
H -3.45090 -1.61419 -1.22868
H -1.14749 2.02301 -2.00059
H 0.17986 -0.04472 -3.12170
C -0.18375 -2.77266 1.08931
C -0.32377 -3.11432 -0.30968
C 0.80170 -2.54277 -0.99896
H -1.06503 -3.81666 -0.69826
C 1.61505 -1.87386 -0.06376
C 0.99575 -1.96501 1.21141
H 1.36722 -1.53107 2.14168
H -0.77709 -3.20404 1.89270
H 1.00144 -2.62619 -2.07473
H 2.56130 -1.37559 -0.26926
O -0.47817 0.70395 0.87611
C 2.20641 2.12730 0.35653
C 0.90691 2.84226 0.98935
C 2.10049 1.84420 -1.12145
C 2.88373 1.22570 1.33858
C -0.41683 2.12596 1.27222
H 0.68100 3.72897 0.36935
H 1.21319 3.30420 1.95272
H -0.67954 2.13276 2.36725
H -1.30711 2.65740 0.82016
H 2.87622 2.30929 -1.67920
H 1.13909 2.18384 -1.53999
H 2.11209 0.77267 -1.37410
H 3.75646 1.69535 1.75457
H 3.20859 0.26535 0.94249
H 2.22311 0.96672 2.18581
F -2.91170 0.32095 1.53508
C -2.21992 -0.86055 1.61903
F -1.45030 -0.79445 2.75875
F -3.13980 -1.83728 1.81873


41
Properties=species:S:1:pos:R:3 method="wB97M-V/def2-TZVPD" max_force_ev_per_a=0.72 e_above_lowest_ev=0.074 e_homo_ev=-7.877 homo_lumo_gap_ev=8.664 smiles="CC(C)CCCN1CCN=C1Nc1ccccc1" energy_ev=-20398.9067 lumo_energy_ha=0.0289
C 2.04888 1.18029 2.45686
H 1.88828 1.75080 1.54441
H 1.08555 0.82311 2.81143
H 2.45603 1.84886 3.21210
C 3.01408 0.02526 2.19831
C 4.39932 0.57455 1.86033
H 4.35628 1.17145 0.95171
H 4.76822 1.20453 2.66640
H 5.11038 -0.23461 1.70702
C 2.52437 -0.87362 1.05727
C 1.26409 -1.66175 1.40444
H 0.46504 -0.96361 1.65463
C 0.80211 -2.57704 0.25770
N 0.56386 -1.90212 -0.99463
C -0.19686 -0.75200 -1.14128
N 0.09456 -0.01153 -2.14337
C 1.21659 -0.60818 -2.83355
H 0.92598 -0.82715 -3.86422
H 2.04598 0.10591 -2.86351
C 1.56670 -1.89394 -2.04715
H 1.46272 -2.79257 -2.66505
H 2.58204 -1.86732 -1.64055
N -1.20608 -0.53825 -0.25087
C -2.07435 0.54099 -0.17070
C -1.98447 1.64053 -1.02018
C -2.86801 2.69296 -0.87387
C -3.84485 2.67007 0.10830
C -3.93526 1.57691 0.95339
C -3.05749 0.51893 0.81850
H -3.13178 -0.33330 1.48165
H -4.69267 1.54668 1.72335
H -4.53186 3.49606 0.21495
H -2.79315 3.54204 -1.53734
H -1.22406 1.63948 -1.78305
H -1.39706 -1.29754 0.38500
H 1.56262 -3.33818 0.06748
H -0.11212 -3.10439 0.56461
H 1.45092 -2.28675 2.28114
H 2.32837 -0.24636 0.18511
H 3.32038 -1.57778 0.79890
H 3.09298 -0.57878 3.11001